(1)
ORCA calculation (ωB97M-V/def2-TZVPD) on C15H45Na2O20P4S as an isolated structure at a distorted geometry.

Each line ends with the Löwdin charge.
Cartesian coordinates (Å):
Na -2.7214 -0.0284 1.6602  0.639
Na -2.2721 -1.1467 -2.5989  0.702
O -1.9271 -0.3229 -0.5436  -0.458
H -1.3209 0.3045 -0.1608  -0.126
O 0.8384 1.8477 -4.9822  -0.241
S 1.2783 2.0524 -3.6649  0.519
O 2.6004 1.7504 -3.2644  -0.241
O 0.9835 3.5427 -3.3459  -0.232
C 1.4024 4.0707 -2.0701  -0.271
C 2.2824 5.2446 -2.2940  -0.052
C 0.1336 1.2591 -2.5839  -0.121
H 1.8993 3.3012 -1.4715  0.093
H 0.5024 4.3823 -1.5263  0.129
H 1.7788 5.9461 -2.9654  0.093
H 3.1947 4.9574 -2.8163  0.099
H 2.4754 5.7521 -1.3532  0.063
H -0.8262 1.1752 -3.0831  0.059
H 0.1657 1.7698 -1.6269  0.055
H 0.4927 0.2401 -2.4088  0.072
C -2.1551 -7.7785 1.0598  -0.061
O -2.9885 -6.7345 0.5328  -0.195
P -2.4993 -5.2700 0.7589  0.308
O -2.0624 -4.8819 2.0788  -0.177
O -1.4030 -5.0101 -0.3615  -0.227
C -1.6175 -5.4645 -1.6993  -0.081
O -3.7786 -4.4857 0.2455  -0.185
C -3.7037 -3.0947 0.4427  -0.124
H -1.1793 -7.4016 1.3566  0.093
H -2.0694 -8.5513 0.2975  0.093
H -2.6562 -8.2345 1.9120  0.098
H -1.1766 -6.4459 -1.8301  0.098
H -1.1519 -4.7288 -2.3546  0.080
H -2.6857 -5.4967 -1.9304  0.092
H -4.4461 -2.7699 1.1741  0.101
H -3.8622 -2.5492 -0.4912  0.077
H -2.7094 -2.8005 0.8010  0.063
C 4.6430 -3.8789 1.2172  -0.061
O 3.5187 -4.6781 1.6822  -0.189
P 2.0013 -4.4785 1.3103  0.313
O 1.1130 -4.5903 2.4244  -0.179
O 1.9983 -3.0850 0.5352  -0.229
C 0.7744 -2.3980 0.2986  -0.076
O 1.7090 -5.5630 0.1978  -0.203
C 2.1269 -5.4298 -1.1400  -0.092
H 5.4240 -4.5715 0.8941  0.092
H 5.0293 -3.3121 2.0593  0.092
H 4.3754 -3.2595 0.3712  0.064
H 0.7519 -1.4959 0.8936  0.069
H -0.0750 -3.0303 0.5702  0.069
H 0.6900 -2.1873 -0.7622  0.082
H 1.2635 -5.1958 -1.7683  0.073
H 2.5343 -6.3831 -1.4682  0.097
H 2.8780 -4.6495 -1.2565  0.086
C 4.4576 0.4606 0.0955  -0.065
O 3.1116 0.8971 0.2708  -0.197
P 2.8546 2.0587 1.2752  0.282
O 3.1339 1.8024 2.6735  -0.187
O 3.6383 3.2456 0.6267  -0.197
C 3.4642 4.5841 1.1363  -0.055
O 1.3427 2.3976 0.9513  -0.208
C 0.3274 1.6527 1.5806  -0.103
H 5.1685 1.1115 0.5973  0.092
H 4.6727 0.4270 -0.9705  0.097
H 4.5428 -0.5484 0.4913  0.082
H 3.4387 5.2873 0.3081  0.064
H 4.2936 4.8269 1.7975  0.099
H 2.5276 4.6906 1.6896  0.089
H -0.6380 1.7886 1.1064  0.043
H 0.2478 1.8241 2.6528  0.109
H 0.5280 0.5806 1.4277  0.076
C -1.6549 5.7866 1.8357  -0.055
O -2.2243 4.8448 0.9104  -0.208
P -3.2749 3.7381 1.3374  0.308
O -2.7027 2.5856 2.0408  -0.227
O -4.3669 4.4355 2.1723  -0.182
C -5.1569 5.5013 1.6249  -0.061
O -3.9943 3.4517 -0.0160  -0.189
C -3.2913 2.8377 -1.0890  -0.072
H -0.8182 5.3382 2.3660  0.092
H -2.3947 6.1566 2.5494  0.090
H -1.3248 6.6569 1.2722  0.095
H -6.1814 5.1520 1.4998  0.099
H -4.8068 5.8100 0.6379  0.094
H -5.1333 6.3442 2.3071  0.096
H -2.2154 2.8273 -0.9154  0.076
H -3.5011 3.4169 -1.9863  0.103
H -3.6413 1.8166 -1.2089  0.076

Results
* largest force on an atom: 1.814 eV Å⁻¹
* orbital gap: 8.21 eV
* charge: +1

=====

(2)
ORCA calculation (ωB97M-V/def2-TZVPD) on a 2-piece molecular cluster, C4H11NO overall at a distorted geometry.

Each line ends with the natural charge from an NBO analysis.
Cartesian coordinates (Å):
C -2.2705 -0.7360 1.3925  -0.642
C -0.8952 -0.5363 0.7800  -0.295
C -0.5190 -0.8773 -0.4500  0.192
C 0.9414 -0.9596 -0.8165  -0.645
N -1.4186 -1.0412 -1.5056  -0.824
H -2.2243 -0.1529 2.3109  0.215
H -3.0765 -0.3596 0.7620  0.196
H -2.4430 -1.7812 1.6522  0.216
H -0.1116 -0.1863 1.4417  0.196
H 1.2918 -0.1777 -1.4919  0.208
H 1.1720 -1.9637 -1.1685  0.219
H 1.4598 -0.8386 0.1330  0.224
H -2.3221 -0.6193 -1.3492  0.369
H -1.0864 -0.7320 -2.4057  0.370
O 3.6989 3.3266 0.3829  -0.940
H 3.5537 3.6678 -0.5086  0.470
H 4.2496 3.9673 0.8408  0.470

Results
* largest force on an atom: 1.531 eV Å⁻¹
* energy relative to the best compared isomer or geometry (same formula, charge and spin): 1.243 eV
* orbital gap: 8.62 eV
* charge: 0

=====

(3)
ORCA calculation (ωB97M-V/def2-TZVPD) on a 2-piece molecular cluster, C4H12N4 overall at a distorted geometry.

Each line ends with the natural charge from an NBO analysis.
Cartesian coordinates (Å):
C -0.0593 0.5933 -3.1231  -0.454
N -1.1855 1.1201 -2.3699  -0.482
C -1.6736 0.4842 -1.3960  0.277
N -1.5680 -0.8876 -1.1356  -0.857
H 0.7233 1.3514 -3.1046  0.213
H -0.3442 0.4381 -4.1644  0.205
H 0.3602 -0.3530 -2.7570  0.164
H -2.2421 1.0309 -0.6447  0.172
H -2.4479 -1.2838 -0.8401  0.389
H -1.1734 -1.4137 -1.9024  0.377
N 0.7603 -0.4443 3.8704  -0.811
C 0.9954 -0.7110 2.4986  -0.095
C 1.3209 0.2131 1.5950  -0.082
N 1.2961 -0.0079 0.2033  -0.831
H 1.1732 0.4350 4.1576  0.360
H 1.1333 -1.1818 4.4546  0.359
H 0.8041 -1.7265 2.1714  0.177
H 1.6464 1.1885 1.9421  0.176
H 1.0388 0.8029 -0.3432  0.369
H 0.6097 -0.7182 -0.0203  0.374

Results
* largest force on an atom: 1.480 eV Å⁻¹
* energy relative to the best compared isomer or geometry (same formula, charge and spin): 1.586 eV
* orbital gap: 8.06 eV
* charge: 0

=====

(4)
ORCA calculation (ωB97M-V/def2-TZVPD) on an isolated molecule of C2H2F2O3S at a distorted geometry.

Each line ends with the natural charge from an NBO analysis.
Cartesian coordinates (Å):
C -0.1594 -0.5015 0.3075  0.319
C 0.0680 -2.0550 0.3896  0.412
O -0.1822 0.4364 -0.7087  -0.773
O -0.7212 3.3081 -0.1308  -0.778
O 1.0213 -1.1056 0.7730  -0.491
F -0.5242 -2.6480 1.4446  -0.334
F 1.1939 3.0479 -1.6845  -0.495
S -0.2678 2.4689 -1.1593  1.826
H -0.8037 -0.2062 1.1449  0.143
H 0.3753 -2.7451 -0.3763  0.171

Results
* largest force on an atom: 2.934 eV Å⁻¹
* energy relative to the best compared isomer or geometry (same formula, charge and spin): 2.055 eV
* orbital gap (spin up / spin down): 7.75 / 7.75 eV
* charge: 0

=====

- What is the charge in the fourth record?
  0